[1]
161
Properties=species:S:1:pos:R:3 method="wB97M-V/def2-TZVPD" orbital_gap_ev=7.61 total_charge=0 lumo_energy_ev=0.52 smiles="[H]/N=C/C[PH](CC=C)(CCCCCCCCOC)B(O)CC.O=S1(=O)CCCC1.O=S1(=O)CCCC1.O=S1(=O)CCCC1.O=S1(=O)CCCC1.O=S1(=O)CCCC1.O=S1(=O)CCCC1.O=S1(=O)CCCC1" spin_multiplicity=1 e_homo_ev=-7.08
S 3.220 -5.579 -6.882
S 5.210 1.666 -5.676
S -8.967 5.620 6.959
S -0.402 2.168 5.885
S 6.314 -3.055 -2.521
S 4.487 -3.710 2.313
S 8.572 -6.832 -8.655
P -6.088 3.239 2.730
O 4.279 -4.476 3.520
O 4.280 0.608 -5.378
O 5.021 -3.117 -1.874
O -8.216 6.259 8.013
O 0.099 -2.411 2.567
O 2.101 -6.188 -7.561
O 7.198 -4.196 -2.585
O 9.216 -7.816 -7.821
O 7.836 -5.718 -8.103
O 0.478 1.430 5.012
O -8.318 4.955 5.852
O -1.824 2.223 5.681
O 3.488 -4.163 -6.960
O -7.040 5.332 4.464
O 6.634 1.443 -5.766
O 5.480 -2.663 2.232
N -7.148 3.330 -0.319
C -5.930 3.674 -0.185
C 7.377 -0.671 -3.041
C 4.674 2.518 -7.159
C -7.428 0.895 3.739
C 4.710 -6.463 -7.314
C -3.603 4.420 3.628
C 4.920 3.023 -4.551
C 0.197 3.845 6.022
C -5.215 3.991 1.151
C 4.976 4.263 -5.436
C -4.229 -0.178 2.002
C -2.292 -1.917 2.324
C 5.452 -6.618 -5.993
C 0.082 4.167 7.507
C -11.549 6.217 6.676
C -3.374 -1.317 1.316
C 6.092 -2.405 -4.170
C 9.664 -7.159 -11.013
C -7.021 2.373 4.178
C -0.073 1.703 7.584
C -6.955 7.257 2.140
C 3.476 -4.698 0.058
C 9.769 -6.209 -9.825
C 7.547 -7.683 -9.855
C -10.171 6.788 6.324
C -5.749 -0.542 2.256
C 0.585 2.919 8.241
C -10.153 4.505 7.702
C 0.182 -2.304 3.993
C -11.387 5.367 7.940
C 8.166 -7.396 -11.226
C 4.724 -4.830 0.934
C 6.201 -0.895 -3.998
C -7.742 5.846 2.062
C 2.921 -3.051 1.765
C 4.199 3.903 -6.707
C -3.401 5.154 4.793
C 3.197 -6.062 -5.158
C -4.384 3.017 3.530
C 2.921 -3.286 0.260
C 7.212 -1.646 -1.872
C -0.828 -1.437 2.023
C -6.212 -0.114 3.714
C 4.388 -7.003 -4.962
B -7.017 4.890 3.119
H -10.000 7.747 6.813
H 4.345 4.644 -7.493
H 10.758 -6.195 -9.371
H 7.981 -8.217 -11.920
H 6.355 -0.401 -4.942
H 7.713 -6.497 -11.654
H -6.345 0.016 1.484
H 10.158 -8.106 -10.779
H 7.419 0.361 -2.689
H -8.043 0.892 2.798
H 4.847 -5.844 1.312
H 6.014 4.495 -5.691
H -6.551 2.185 1.876
H 2.845 -2.000 2.037
H 5.272 -5.902 -8.059
H -3.146 4.833 2.693
H 0.662 5.053 7.770
H 7.568 -8.747 -9.621
H -2.771 -0.834 0.497
H 5.915 -5.669 -5.710
H 8.315 -0.877 -3.564
H 3.927 2.891 -4.120
H 8.174 -1.980 -1.486
H 2.727 -5.432 0.371
H -6.577 -1.058 4.210
H -3.998 -2.107 0.837
H 2.131 -3.622 2.252
H 6.526 -7.308 -9.787
H 1.672 2.850 8.138
H -9.740 4.082 8.617
H 5.129 -2.723 -4.569
H 4.073 -8.036 -5.132
H -4.407 2.597 4.561
H -0.962 4.356 7.770
H 4.774 -6.942 -3.943
H -0.533 -1.562 4.434
H 1.226 -2.017 4.284
H 10.138 -6.742 -11.902
H 3.129 3.870 -6.482
H 5.527 2.588 -7.834
H 0.581 0.832 7.599
H 6.239 -7.370 -6.062
H -7.400 7.811 3.000
H 3.297 -5.160 -4.553
H 4.550 5.132 -4.934
H -3.766 0.012 3.006
H -5.313 3.787 -1.127
H -0.586 -0.455 2.527
H -3.722 2.351 2.918
H 3.873 1.951 -7.630
H 1.239 3.855 5.697
H -7.342 3.186 -1.317
H -5.969 -1.629 2.066
H -4.193 3.512 1.078
H -8.807 6.085 2.312
H -0.399 4.503 5.390
H -3.872 4.979 5.783
H -4.175 0.799 1.445
H -0.616 -1.321 0.929
H -1.026 1.460 8.057
H -6.503 2.400 5.169
H -12.270 4.757 8.135
H -2.719 6.039 4.724
H 3.572 -2.561 -0.231
H -8.138 0.540 4.544
H 5.285 -0.502 -3.554
H 6.902 -2.790 -4.791
H -7.674 5.516 1.000
H -0.027 -3.299 4.469
H 9.468 -5.198 -10.103
H 2.254 -6.557 -4.934
H 0.360 2.960 9.308
H -6.972 7.812 1.176
H -10.039 6.890 5.248
H -2.362 -3.035 2.250
H -11.228 6.018 8.805
H 5.674 3.020 -3.766
H -10.360 3.712 6.982
H -12.281 7.014 6.817
H 1.919 -3.181 -0.161
H -5.037 5.096 1.284
H -2.516 -1.644 3.389
H -5.903 7.000 2.454
H -11.906 5.587 5.857
H 4.416 -7.434 -7.717
H 5.622 -4.521 0.399
H 6.619 -1.211 -1.067
H -5.386 0.275 4.357
H 3.709 -4.894 -0.987
H -6.139 5.122 4.786
H -8.007 2.906 4.328

[2]
160
Properties=species:S:1:pos:R:3 method="wB97M-V/def2-TZVPD" orbital_gap_ev=9.24 total_charge=0 e_above_lowest_kj_mol=3.0 lumo_energy_ev=0.29 smiles="CCOC(C)=O.CCOC(C)=O.CCOC(C)=O.CCOC(C)=O.CCOC(C)=O.CCOC(C)=O.CCOC(C)=O.CCOC(C)=O.CNC(C)=O.CNC(C)=O.CNC(C)=O.CNC(C)=O" spin_multiplicity=1 e_homo_ev=-8.95
O 8.419 19.109 19.328
O 15.976 16.423 25.006
O 15.264 12.094 16.025
O 13.238 16.113 19.737
O 12.920 8.456 19.373
O 16.753 11.510 17.774
O 14.074 21.745 20.834
O 14.210 17.553 11.584
O 15.311 12.683 25.870
O 13.731 16.842 16.431
O 11.387 17.269 16.438
O 8.868 16.898 19.490
O 9.314 12.087 22.180
O 8.054 16.765 24.989
O 13.794 15.353 12.117
O 13.784 13.685 24.463
O 12.720 20.523 22.262
O 11.571 11.567 18.034
O 15.069 15.028 20.504
O 13.704 16.668 25.284
N 11.451 9.551 17.340
N 8.870 17.626 23.044
N 10.370 12.542 20.213
N 13.435 10.480 20.027
C 12.926 18.879 15.465
C 14.825 16.524 25.737
C 14.803 9.753 15.738
C 14.198 15.149 19.676
C 15.007 16.520 27.221
C 10.488 11.424 15.923
C 15.183 20.511 19.100
C 14.098 11.497 20.866
C 12.696 13.649 25.341
C 14.986 13.160 24.812
C 14.300 11.085 16.299
C 12.135 22.791 21.721
C 8.979 19.041 23.450
C 14.999 20.704 20.658
C 15.184 8.782 20.137
C 16.003 16.481 23.605
C 16.013 17.956 23.192
C 8.383 16.629 23.826
C 13.872 16.404 11.293
C 8.117 15.272 23.184
C 9.607 15.689 16.435
C 8.148 17.800 19.138
C 13.313 17.128 20.730
C 14.231 15.490 13.497
C 17.269 13.394 16.403
C 9.720 10.353 20.695
C 15.869 13.089 23.656
C 9.786 11.786 21.108
C 12.722 17.567 16.244
C 13.764 9.224 19.819
C 13.744 14.231 14.232
C 10.913 8.442 16.597
C 6.739 17.642 18.531
C 11.528 14.162 24.551
C 12.441 16.663 21.968
C 10.748 19.545 18.944
C 11.187 10.834 17.173
C 13.018 21.577 21.647
C 9.602 19.497 19.998
C 10.475 13.959 20.390
C 11.002 16.007 17.034
C 13.423 16.101 9.862
C 14.075 14.241 18.533
C 16.411 12.232 16.798
H 14.410 11.106 21.835
H 15.751 19.611 18.864
H 14.697 19.746 21.082
H 10.758 12.040 19.427
H 14.961 9.789 14.660
H 16.759 18.564 23.704
H 16.176 12.062 23.454
H 16.762 13.657 23.913
H 13.698 16.335 13.931
H 12.035 19.499 15.368
H 11.588 19.956 19.504
H 14.231 20.486 18.570
H 13.377 13.476 18.874
H 17.909 13.732 17.218
H 11.668 15.235 24.412
H 10.120 8.719 15.902
H 16.694 14.286 16.153
H 15.039 13.897 18.160
H 14.079 16.748 27.746
H 8.246 19.561 22.834
H 9.019 14.984 17.024
H 9.832 18.918 20.893
H 10.524 7.859 17.432
H 14.039 8.980 15.822
H 14.108 13.293 13.814
H 12.593 23.578 22.320
H 13.414 11.346 15.720
H 5.970 18.290 18.950
H 8.159 15.293 22.095
H 11.702 7.868 16.111
H 8.720 19.177 24.500
H 10.676 9.905 20.424
H 10.690 14.107 21.448
H 15.312 15.613 13.563
H 13.724 14.885 17.727
H 15.098 16.043 23.185
H 9.461 20.537 20.292
H 15.383 13.498 22.770
H 10.989 18.534 18.616
H 17.809 13.176 15.481
H 15.023 18.391 23.326
H 8.774 14.517 23.618
H 14.086 10.896 17.351
H 10.479 20.174 18.096
H 12.380 15.785 9.875
H 10.574 13.966 25.040
H 9.570 14.506 20.126
H 9.460 11.094 15.770
H 10.978 16.206 18.105
H 6.843 17.840 17.464
H 11.504 13.848 23.508
H 13.538 12.420 21.012
H 12.523 17.365 22.798
H 11.257 14.419 19.786
H 16.161 18.087 22.120
H 12.539 12.614 25.645
H 13.645 19.503 15.996
H 12.861 15.733 22.352
H 14.304 17.478 21.018
H 15.380 15.538 27.510
H 7.105 14.898 23.339
H 6.581 16.570 18.648
H 11.186 22.569 22.208
H 15.608 9.326 16.337
H 11.833 23.136 20.733
H 15.798 17.217 27.496
H 12.897 14.263 26.219
H 14.106 15.452 9.314
H 12.654 14.204 14.208
H 12.905 18.011 20.238
H 9.319 9.784 21.534
H 15.523 7.974 19.489
H 15.117 8.347 21.134
H 9.115 10.391 19.789
H 9.710 15.373 15.397
H 14.038 14.316 15.278
H 9.985 19.418 23.271
H 13.213 18.630 14.444
H 15.966 20.976 21.081
H 8.941 17.402 22.062
H 11.058 11.330 14.999
H 11.633 15.146 16.814
H 11.370 16.518 21.822
H 13.439 17.003 9.249
H 16.859 15.965 23.169
H 15.713 21.268 18.522
H 10.259 12.481 16.053
H 15.060 11.826 20.472
H 12.521 10.752 19.692
H 9.006 16.597 16.499
H 12.077 9.350 18.106
H 15.870 9.626 20.070